Computed, not measured: C5H8 as an isolated structure in a non-equilibrium geometry, with ωB97M-V with the def2-TZVPD basis set.

For the HOMO energy, the calculation gives -0.306 hartree. The value obtained for the gap between HOMO and LUMO is 0.347 Ha. The calculation puts the relative energy (zero: lowest compared OMol25 entry of this formula, charge and spin) at 61.40 kcal per mole.

The geometry in XYZ format:
```
13
C5H8, DFT ωB97M-V with the def2-TZVPD basis set
C -0.72 0.43 0.83
C 0.70 -0.12 1.08
C 0.98 -0.90 -0.20
C 0.12 -0.56 -1.17
C -0.82 0.47 -0.76
H -0.94 1.39 1.30
H -1.44 -0.29 1.30
H 1.40 0.73 1.18
H 0.82 -0.72 1.99
H 1.81 -1.58 -0.29
H 0.21 -0.47 -2.26
H -0.29 1.14 -1.89
H -1.82 0.59 -1.15
```

=====

Computed, not measured: a 3-piece molecular cluster, C30H40F18I2N3O11P overall in a non-equilibrium geometry, with ωB97M-V with the def2-TZVPD basis set.

Its SMILES is CC(=O)NCCCC[C@H](O[C@@](N)([C@H](C)F)[C@](F)(O[C@H](CC(=O)OC(C)=O)ON=O)P(C)O)/C(I)=C(/C)I.FC(F)C(F)(F)COC(F)(F)C(F)F.FC(F)C(F)(F)COC(F)(F)C(F)F. For the HOMO energy, the calculation gives -0.325 hartree. The value obtained for the gap between HOMO and LUMO is 0.323 Ha.

The geometry in XYZ format:
```
105
C30H40F18I2N3O11P, DFT ωB97M-V with the def2-TZVPD basis set
C 7.68 -2.28 0.21
C 6.21 -2.05 0.50
O 5.79 -2.03 1.64
N 5.38 -1.86 -0.65
C 4.67 -0.57 -0.67
C 3.45 -0.48 0.29
C 2.14 -0.16 -0.43
C 1.96 1.30 -0.90
C 2.04 2.30 0.27
O 0.91 1.98 1.07
C 0.76 2.47 2.38
N 2.01 2.82 3.02
C -0.16 3.73 2.34
C 0.05 4.80 3.41
F -1.51 3.30 2.34
C 0.10 1.25 3.17
F 1.18 0.33 3.33
O -0.82 0.61 2.33
C -1.16 -0.70 2.74
C -0.53 -1.72 1.77
C -1.45 -2.85 1.41
O -1.80 -3.68 2.16
O -1.80 -2.91 0.07
C -3.07 -2.46 -0.26
C -4.26 -3.07 0.42
O -3.17 -1.65 -1.10
O -2.60 -0.85 2.71
N -3.30 0.28 2.06
O -4.16 0.64 2.73
P -0.60 1.76 4.87
C 0.65 1.00 5.98
O -1.94 0.85 5.14
C 2.05 3.73 -0.25
I 0.53 4.30 -1.60
C 2.95 4.69 0.07
C 2.93 6.12 -0.42
I 4.62 4.29 1.29
H 7.76 -3.01 -0.60
H 8.17 -1.34 -0.06
H 8.14 -2.71 1.11
H 4.73 -2.64 -0.76
H 4.35 -0.39 -1.70
H 5.42 0.20 -0.43
H 3.35 -1.48 0.73
H 3.66 0.18 1.14
H 2.10 -0.80 -1.33
H 1.30 -0.45 0.20
H 0.96 1.36 -1.35
H 2.73 1.54 -1.64
H 3.02 2.13 0.73
H 1.92 2.86 4.03
H 2.72 2.12 2.83
H -0.01 4.22 1.37
H 0.86 5.46 3.06
H 0.32 4.44 4.40
H -0.85 5.42 3.44
H -0.88 -0.90 3.77
H -0.32 -1.15 0.86
H 0.41 -2.12 2.16
H -4.82 -3.64 -0.33
H -4.00 -3.75 1.24
H -4.91 -2.26 0.76
H 0.36 1.23 7.01
H 0.77 -0.08 5.82
H 1.61 1.50 5.81
H -1.73 0.04 5.64
H 1.94 6.57 -0.28
H 3.63 6.72 0.17
H 3.25 6.20 -1.47
C 0.43 -5.29 -2.46
C 0.28 -6.81 -2.70
C 0.23 -7.73 -1.48
F 1.37 -7.69 -0.78
F 0.06 -9.01 -1.91
F 1.25 -7.23 -3.55
F -0.91 -6.97 -3.34
O 1.73 -4.72 -2.58
C 2.62 -4.65 -1.54
C 3.92 -5.40 -1.86
F 3.67 -6.70 -2.06
F 4.76 -5.29 -0.80
F 2.08 -5.05 -0.38
F 2.96 -3.34 -1.39
H -0.13 -4.82 -3.26
H -0.05 -4.98 -1.53
H -0.61 -7.47 -0.83
H 4.39 -4.98 -2.75
C -5.70 1.97 -3.86
C -4.48 2.85 -3.52
C -4.42 3.48 -2.12
F -5.43 4.35 -1.93
F -3.26 4.17 -2.01
F -4.33 3.80 -4.46
F -3.39 2.03 -3.59
O -6.75 2.54 -4.63
C -7.81 3.21 -4.06
C -7.88 4.66 -4.55
F -6.77 5.33 -4.20
F -8.94 5.26 -3.96
F -7.80 3.13 -2.72
F -8.94 2.60 -4.49
H -5.29 1.19 -4.52
H -6.08 1.45 -2.98
H -4.44 2.72 -1.34
H -8.00 4.69 -5.63
```

=====

Computed, not measured: a 6-piece molecular cluster, C13H24Cl16NS overall, with ωB97M-V with the def2-TZVPD basis set.

Its charge is +1. For the HOMO energy, the calculation gives -0.434 hartree. The value obtained for the gap between HOMO and LUMO is 0.309 Ha.

The geometry in XYZ format:
```
55
C13H24Cl16NS, DFT ωB97M-V with the def2-TZVPD basis set
N 1.71 2.76 -2.53
C 1.31 1.36 -2.64
C 0.65 0.72 -1.41
C 1.61 -0.01 -0.47
C 2.45 0.84 0.50
C 1.76 2.12 0.94
S 2.39 2.90 2.45
C 4.17 2.59 2.63
C 4.93 2.75 1.31
C 6.27 3.41 1.52
Cl 7.13 3.31 -0.05
H 1.06 3.29 -1.96
H 2.67 2.89 -2.21
H 0.57 1.31 -3.44
H 2.14 0.76 -2.97
H 0.01 1.45 -0.92
H -0.02 -0.04 -1.79
H 1.09 -0.79 0.06
H 2.31 -0.52 -1.11
H 3.41 1.03 0.05
H 2.62 0.25 1.40
H 1.72 2.89 0.18
H 0.73 1.88 1.18
H 1.85 2.13 3.40
H 4.32 1.63 3.11
H 4.50 3.35 3.32
H 4.36 3.27 0.55
H 5.13 1.76 0.92
H 6.88 2.88 2.24
H 6.17 4.46 1.74
C 6.92 4.46 -4.22
Cl 8.36 3.55 -3.75
Cl 6.63 4.35 -5.95
Cl 5.51 3.89 -3.31
H 7.08 5.50 -3.96
C -2.75 -2.02 -1.64
Cl -1.14 -2.70 -1.35
Cl -3.08 -0.72 -0.50
Cl -2.89 -1.45 -3.30
H -3.48 -2.80 -1.48
C -5.11 -3.31 2.13
Cl -4.54 -4.12 0.66
Cl -3.80 -2.42 2.90
Cl -6.46 -2.23 1.77
H -5.46 -4.06 2.82
C -8.84 -4.64 3.76
Cl -7.29 -5.50 3.71
Cl -10.18 -5.77 3.79
Cl -8.90 -3.55 5.14
H -8.91 -4.04 2.86
C -7.40 -5.82 -1.20
Cl -7.74 -4.70 -2.53
Cl -8.06 -5.21 0.31
Cl -8.03 -7.42 -1.56
H -6.33 -5.89 -1.09
```

=====

Computed, not measured: C34H25N5O8P2Se2W as an isolated structure in a non-equilibrium geometry, with ωB97M-V with the def2-TZVPD basis set.

For the HOMO energy (alpha / beta), the calculation gives -0.289 / -0.289 hartree. As for the spin multiplicity: 3. The value obtained for the gap between HOMO and LUMO (alpha / beta) is 0.219 / 0.237 Ha. The calculation puts the relative energy (zero: lowest compared OMol25 entry of this formula, charge and spin) at 21.75 kcal per mole.

The geometry in XYZ format:
```
77
C34H25N5O8P2Se2W, DFT ωB97M-V with the def2-TZVPD basis set
W 3.14 2.01 -0.26
C 1.24 2.79 3.17
C 2.68 2.43 3.03
N 3.39 2.02 1.97
C 4.69 1.87 2.44
C 4.75 2.16 3.80
N 3.46 2.51 4.13
C 5.87 2.04 4.80
O 7.10 2.17 4.28
O 5.56 1.88 5.97
C 5.66 1.77 1.37
O 6.84 1.96 1.58
O 5.10 1.59 0.18
H 0.68 2.45 2.31
H 1.09 3.91 3.29
H 0.86 2.28 4.08
H 3.19 2.86 5.04
H 7.08 2.19 3.29
O 2.87 3.44 -3.98
C 2.76 3.21 -2.82
O 2.71 1.98 -2.38
C 2.76 4.33 -1.85
O 2.79 5.46 -2.26
O 2.84 4.06 -0.55
Se -3.80 1.43 1.40
P -2.96 0.40 -0.26
C -3.64 -1.30 -0.21
C -4.88 -1.62 -0.75
C -5.32 -2.97 -0.72
C -4.60 -3.99 -0.10
C -3.38 -3.63 0.49
C -2.95 -2.28 0.50
C -3.67 0.91 -1.84
C -4.50 2.01 -1.87
C -4.89 2.58 -3.11
C -4.48 2.01 -4.30
C -3.65 0.85 -4.25
C -3.32 0.26 -3.04
C -1.31 0.97 -0.30
C -0.03 0.49 0.00
N 0.81 1.58 -0.09
N 0.07 2.68 -0.37
N -1.18 2.38 -0.53
P 0.60 -1.21 -0.12
Se 2.92 -1.03 -0.19
C 0.58 -2.05 1.46
C 1.02 -1.26 2.55
C 0.69 -1.73 3.81
C 0.16 -3.00 4.00
C 0.03 -3.85 2.89
C 0.28 -3.39 1.59
C 0.47 -1.99 -1.73
C 0.30 -3.35 -1.94
C -0.12 -3.75 -3.21
C -0.16 -2.84 -4.26
C 0.29 -1.51 -4.07
C 0.72 -1.11 -2.80
H -5.47 -0.84 -1.25
H -6.25 -3.24 -1.22
H -4.90 -5.03 -0.05
H -2.77 -4.38 0.96
H -2.13 -1.95 1.13
H -4.83 2.44 -0.91
H -5.48 3.49 -3.13
H -4.70 2.47 -5.24
H -3.26 0.42 -5.16
H -2.74 -0.68 -2.99
H 1.62 -0.33 2.38
H 0.88 -1.13 4.73
H -0.14 -3.34 4.98
H -0.32 -4.89 3.04
H 0.16 -4.04 0.70
H 0.53 -4.08 -1.13
H -0.37 -4.81 -3.33
H -0.47 -3.19 -5.24
H 0.26 -0.82 -4.90
H 1.18 -0.14 -2.60
```